C31H43N7ORuS | ωB97M-V/def2-TZVPD

Geometry (Å):
Ru -0.41 0.58 0.22
C -4.91 -2.42 -0.63
N -3.65 -2.04 -0.01
C -2.85 -3.14 0.50
C -3.22 -0.76 0.06
N -2.35 -0.34 0.97
C -2.36 -0.86 2.26
C -3.55 -1.20 2.92
C -3.51 -1.68 4.21
C -2.31 -1.89 4.87
C -1.09 -1.53 4.28
C 0.12 -1.88 5.00
C 1.42 -1.81 4.67
C 2.15 -1.26 3.56
C 1.77 -0.50 2.51
N 2.43 -0.05 1.43
C 3.68 0.34 1.31
N 4.25 0.25 0.07
C 3.55 -0.58 -0.90
C 4.78 1.48 -0.52
N 4.44 0.85 2.31
C 5.89 0.85 2.27
C 3.85 1.46 3.49
C -1.16 -0.95 2.99
N -3.72 0.11 -0.86
C -3.62 1.53 -0.55
C -3.51 -0.19 -2.28
H -5.49 -3.00 0.09
H -4.75 -3.03 -1.52
H -5.47 -1.53 -0.90
H -3.23 -3.50 1.46
H -1.82 -2.83 0.62
H -2.89 -3.96 -0.22
H -4.49 -1.06 2.41
H -4.44 -1.92 4.71
H -2.29 -2.34 5.85
H -0.09 -2.38 5.94
H 2.08 -2.27 5.40
H 3.22 -1.47 3.57
H 3.36 -1.56 -0.49
H 4.20 -0.69 -1.77
H 2.61 -0.13 -1.22
H 5.21 2.13 0.24
H 3.98 2.02 -1.03
H 5.56 1.24 -1.24
H 6.24 0.25 1.44
H 6.27 0.42 3.20
H 6.30 1.86 2.18
H 2.85 1.82 3.26
H 4.46 2.32 3.78
H 3.79 0.77 4.33
H -3.95 1.72 0.47
H -4.29 2.06 -1.24
H -2.61 1.92 -0.68
H -3.65 -1.25 -2.48
H -2.51 0.11 -2.57
H -4.24 0.36 -2.87
O -0.56 2.53 1.12
N -0.30 2.63 2.38
C -0.38 3.85 2.96
C -0.12 4.02 4.29
C 0.22 2.92 5.09
C 0.30 1.68 4.49
C 0.04 1.55 3.13
S 0.06 0.02 2.21
H -0.65 4.64 2.27
H -0.20 5.01 4.71
H 0.42 3.04 6.14
H 0.57 0.80 5.05
C -1.56 1.23 -5.08
C -0.15 1.25 -4.45
C 0.54 2.57 -4.80
C 0.67 0.08 -4.99
C -0.28 1.13 -2.99
C -0.36 0.99 -1.78
H -1.48 1.34 -6.16
H -2.17 2.05 -4.69
H -2.06 0.29 -4.86
H 0.61 2.69 -5.88
H 1.55 2.60 -4.38
H -0.02 3.42 -4.39
H 0.78 0.16 -6.08
H 0.19 -0.87 -4.77
H 1.67 0.07 -4.55

Properties
HOMO (spin up / spin down) = -0.3389 / -0.3446 Ha
LUMO (spin up / spin down) = -3.3 / -3.3 eV
expectation value of S² = 0.763
E = -2158.20057 Ha
2S+1 = 2
gap between HOMO and LUMO (spin up / spin down) = 5.96 / 6.12 eV
total charge = +1